Record 1
The following is a DFT calculation (ωB97M-V with the def2-TZVPD basis set) of a molecular structure, C29H30AuN5O at a distorted geometry.

Last column: Löwdin charge in e.
Atoms and positions in Å:
Au -0.0052 0.0494 -0.2273  1.135
N 2.3646 0.1714 -0.6831  0.051
C 2.6824 1.5386 -0.3770  -0.251
C 3.9758 1.9479 -0.0967  -0.012
C 4.2440 3.2890 0.1580  -0.051
C 3.2358 4.2236 0.1118  -0.006
C 1.9178 3.8450 -0.1998  -0.137
C 0.8600 4.7621 -0.3674  0.040
C -0.3975 4.2939 -0.7093  -0.012
C -0.6145 2.9325 -0.7959  -0.089
N 0.3563 2.0332 -0.6038  -0.043
C 1.6309 2.4674 -0.3912  -0.166
H 2.3816 0.0124 -1.6889  0.113
H 3.0254 -0.4674 -0.2485  0.098
H 4.7797 1.2260 -0.1006  0.122
H 5.2576 3.5953 0.3633  0.116
H 3.4461 5.2663 0.2887  0.123
H 1.0473 5.8183 -0.2581  0.128
H -1.2141 4.9754 -0.8900  0.122
H -1.5905 2.5356 -1.0327  0.119
C -1.9673 1.6118 3.6382  -0.072
C -1.6412 2.2269 2.2741  -0.223
C -2.8284 2.1854 1.3658  -0.202
C -3.7592 3.2050 1.4003  -0.045
C -4.9326 3.1399 0.6605  -0.059
C -5.1672 2.0400 -0.1532  -0.041
C -4.2758 0.9870 -0.2260  -0.165
C -4.5021 -0.1000 -1.2409  -0.203
C -5.6109 -1.0728 -0.8344  -0.079
C -3.0956 1.0275 0.5757  -0.223
N -2.2025 0.0135 0.5642  0.017
C -2.4985 -1.2642 0.7833  -0.046
C -1.5674 -2.2617 0.5116  -0.325
C -1.5933 -3.6609 0.7721  -0.028
C -0.3772 -4.1551 0.3590  -0.090
C 0.3517 -3.0622 -0.1658  -0.162
N -0.3627 -1.9416 -0.0865  -0.121
H -1.0993 1.6837 4.2877  0.073
H -2.2163 0.5615 3.5178  0.071
H -2.7995 2.1273 4.1106  0.078
H -0.8122 1.6636 1.8464  0.051
H -1.3436 3.2670 2.4157  0.113
H -3.5718 4.0644 2.0276  0.117
H -5.6493 3.9464 0.7013  0.106
H -6.0577 2.0097 -0.7630  0.118
H -3.5788 -0.6549 -1.4173  0.100
H -4.7875 0.3741 -2.1839  0.118
H -5.3259 -1.6523 0.0391  0.060
H -5.8049 -1.7637 -1.6497  0.076
H -6.5294 -0.5398 -0.6064  0.075
H -3.4355 -1.5176 1.2647  0.143
H -2.4103 -4.1944 1.2154  0.108
H -0.0308 -5.1686 0.4112  0.096
H 1.3201 -3.0768 -0.6297  0.102
O 0.4381 -0.2626 2.1651  -0.174
N 1.4688 -0.9247 2.5332  -0.213
C 2.6643 -0.3056 2.6294  -0.032
C 3.7944 -0.9841 3.0177  -0.043
C 3.7229 -2.3426 3.2971  -0.053
C 2.4855 -2.9651 3.1998  -0.025
C 1.3784 -2.2390 2.8264  -0.006
H 2.6573 0.7465 2.3880  0.130
H 4.7249 -0.4470 3.1056  0.115
H 4.6005 -2.8950 3.5827  0.111
H 2.3778 -4.0150 3.4183  0.120
H 0.3915 -2.6671 2.7525  0.132

Forces on atoms 1 to 6 (eV/Å):
-0.52 -0.49 -0.77
0.16 0.01 -0.10
1.00 -0.32 0.14
-0.97 -0.53 -0.29
-0.22 0.79 0.17
0.43 -0.14 -0.06

## Properties
⟨S²⟩: 0.758
Total energy (eV): -43742.89781
LUMO (spin up / spin down) (Ha): -0.1307 / -0.1420
Net charge: +1
Spin multiplicity: 2
HOMO energy (spin up / spin down) (eV): -10.0 / -10.1
Relative energy (zero: lowest compared OMol25 entry of this formula, charge and spin) (kcal per mole): 0.00

***

Record 2
The following is a DFT calculation (ωB97M-V with the def2-TZVPD basis set) of 3 unconnected molecules or ions with the total composition C2H10NO2 at a distorted geometry.

Last column: Löwdin charge in e.
Atoms and positions in Å:
C -1.4632 -1.4457 -1.9066  0.025
C 0.5498 -2.5930 -1.1616  0.193
N -0.1524 -1.5403 -1.2436  0.009
H -2.1467 -0.8162 -1.3432  0.112
H -1.2809 -1.4085 -2.9709  0.120
H -1.9208 -2.4279 -1.7944  0.109
H 0.1508 -3.5974 -1.2429  0.141
H 1.5280 -2.5848 -0.7038  0.129
H 0.2366 -0.7452 -0.7480  0.148
H -0.3909 1.1517 1.8737  0.110
H -0.0820 2.1082 0.6979  0.100
O -0.4652 1.2336 0.9044  0.192
H 1.6411 4.1719 2.6060  0.166
H 1.9319 2.7666 3.2502  0.163
O 1.3480 3.2285 2.5973  0.285

Forces on atoms 1 to 6 (eV/Å):
-0.28 -1.84 0.81
0.03 -0.90 1.49
0.22 -0.17 0.24
0.33 0.75 -0.69
-0.30 1.15 -0.21
0.03 -0.27 0.09

## Properties
⟨S²⟩: 0.757
Total energy (eV): -7798.79180
LUMO (spin up / spin down) (Ha): -0.2896 / -0.5626
Net charge: +2
Spin multiplicity: 2
HOMO energy (spin up / spin down) (eV): -20.3 / -19.8
Relative energy (zero: lowest compared OMol25 entry of this formula, charge and spin) (kcal per mole): 29.91

***

Record 3
The following is a DFT calculation (ωB97M-V with the def2-TZVPD basis set) of 13 unconnected molecules or ions with the total composition C33H92O13 at a distorted geometry.

Last column: Löwdin charge in e.
Atoms and positions in Å:
C -5.7279 -2.7606 1.3277  -0.103
C -4.4956 -3.6461 1.0786  -0.305
O -3.6080 -3.2703 2.1031  -0.088
H -6.0873 -2.8220 2.3549  0.073
H -6.5316 -2.9198 0.6089  0.065
H -5.5823 -1.6809 1.2934  0.064
H -4.0573 -3.3518 0.1250  0.100
H -4.7730 -4.7002 1.0705  0.114
H -3.3855 -2.3422 1.9989  0.079
C 4.2308 4.0822 -2.9562  -0.097
C 4.9608 4.9816 -2.0517  -0.345
O 5.8089 4.2489 -1.1821  -0.081
H 3.8490 3.2040 -2.4355  0.075
H 4.7551 3.6800 -3.8231  0.079
H 3.3148 4.5540 -3.3116  0.077
H 4.2959 5.4630 -1.3346  0.107
H 5.4202 5.8385 -2.5443  0.113
H 6.4251 4.8244 -0.7230  0.081
C 0.3217 0.9382 -0.6052  -0.101
C -0.6843 -0.0404 -0.0594  -0.304
O -1.0774 0.4483 1.2558  -0.090
H 1.0937 1.2098 0.1147  0.077
H -0.1664 1.9087 -0.6949  0.065
H 0.6158 0.5698 -1.5880  0.073
H -0.2144 -1.0205 0.0236  0.108
H -1.5182 -0.1538 -0.7521  0.105
H -1.6250 1.2096 1.0506  0.061
C -0.8076 -5.8554 -2.3679  -0.104
C 0.1931 -6.9934 -2.2919  -0.316
O 1.4713 -6.4358 -2.0278  -0.083
H -1.7990 -6.1809 -2.0528  0.068
H -0.8562 -5.4195 -3.3658  0.067
H -0.5656 -5.0625 -1.6603  0.075
H 0.1830 -7.5655 -3.2196  0.109
H -0.1847 -7.5699 -1.4474  0.111
H 1.6772 -5.8808 -2.7836  0.071
C 5.8789 -1.8128 -0.2194  -0.087
C 5.6881 -0.3083 -0.2596  -0.320
O 6.5359 0.1811 -1.3106  -0.083
H 5.3199 -2.2600 0.6026  0.069
H 6.9318 -2.0727 -0.1102  0.076
H 5.5216 -2.2684 -1.1429  0.067
H 5.9180 0.1340 0.7098  0.104
H 4.6518 -0.0094 -0.4173  0.100
H 6.4825 1.1386 -1.2674  0.066
C 3.2293 -1.7838 -4.7735  -0.084
C 3.5776 -2.9892 -5.6511  -0.337
O 3.3206 -4.1622 -4.9276  -0.075
H 3.8127 -1.7562 -3.8532  0.067
H 2.1859 -1.8303 -4.4615  0.068
H 3.3940 -0.8459 -5.3038  0.071
H 4.6179 -2.8513 -5.9458  0.108
H 2.9646 -2.9926 -6.5523  0.105
H 3.6428 -4.9072 -5.4402  0.084
C -5.6072 4.9274 0.3391  -0.054
C -4.6067 3.7975 -0.0308  -0.488
C -4.0977 3.9097 -1.4548  -0.066
O -3.4484 3.8329 0.7799  -0.065
H -5.4046 5.9254 -0.0495  0.074
H -5.6169 5.0082 1.4261  0.072
H -6.6042 4.6673 -0.0164  0.074
H -5.1083 2.8455 0.1430  0.137
H -3.5088 3.0085 -1.6257  0.074
H -3.4340 4.7626 -1.5967  0.081
H -4.9163 3.9903 -2.1700  0.082
H -2.9661 4.6395 0.5840  0.086
C 2.6518 -5.4347 2.5510  -0.072
C 3.6689 -6.5345 2.4948  -0.503
C 3.9006 -7.0984 3.8760  -0.071
O 3.1649 -7.6501 1.7575  -0.051
H 3.0431 -4.6737 3.2261  0.078
H 1.7073 -5.7453 2.9977  0.086
H 2.4526 -4.9552 1.5926  0.077
H 4.5894 -6.1408 2.0637  0.134
H 4.4508 -6.4508 4.5587  0.079
H 4.4875 -8.0165 3.8526  0.077
H 2.9717 -7.4036 4.3577  0.084
H 2.9377 -7.3367 0.8790  0.079
C -0.8279 1.6039 -5.5784  -0.045
C -1.2529 1.5466 -7.1001  -0.460
C -0.3954 0.4945 -7.8552  -0.060
O -2.6111 1.1739 -7.2497  -0.059
H -1.2248 0.7210 -5.0773  0.071
H -1.2268 2.4528 -5.0232  0.065
H 0.2565 1.6724 -5.4919  0.070
H -1.1099 2.5552 -7.4878  0.125
H -0.3888 -0.5261 -7.4724  0.080
H 0.6367 0.8295 -7.9585  0.075
H -0.8052 0.4191 -8.8624  0.068
H -2.7121 0.9504 -8.1779  0.076
C -4.0596 -2.8788 -5.0422  -0.056
C -5.5034 -2.3201 -4.9556  -0.456
C -6.4610 -3.0324 -3.9820  -0.055
O -5.3633 -0.9077 -4.6255  -0.070
H -3.4581 -2.6049 -4.1754  0.076
H -3.5834 -2.4871 -5.9410  0.070
H -4.1024 -3.9676 -5.0681  0.072
H -6.0257 -2.4496 -5.9036  0.121
H -6.6939 -4.0312 -4.3511  0.077
H -7.4299 -2.5395 -3.9019  0.077
H -5.9754 -3.0764 -3.0071  0.072
H -4.7395 -0.4749 -5.2131  0.069
C -5.7465 1.8058 5.6144  -0.055
C -4.6882 1.9616 6.7769  -0.475
C -3.2598 1.7762 6.1814  -0.058
O -4.7598 3.2309 7.3292  -0.057
H -5.9594 0.7658 5.3671  0.070
H -5.4791 2.3955 4.7376  0.069
H -6.7142 2.1950 5.9310  0.067
H -4.9078 1.2972 7.6126  0.135
H -3.2204 0.9216 5.5060  0.068
H -2.5334 1.6403 6.9826  0.074
H -3.0005 2.5722 5.4833  0.074
H -4.6260 3.9082 6.6621  0.090
C 3.2761 7.2834 5.1132  -0.045
C 2.9162 6.8180 3.6648  -0.505
C 2.5289 5.3824 3.5756  -0.065
O 1.8059 7.6003 3.2625  -0.067
H 3.9838 6.6058 5.5908  0.074
H 2.3588 7.1454 5.6856  0.078
H 3.5779 8.3298 5.0693  0.073
H 3.6954 7.0659 2.9440  0.128
H 3.3538 4.6701 3.5591  0.080
H 1.9248 5.1821 2.6907  0.081
H 1.8769 5.1549 4.4190  0.082
H 2.0090 8.5352 3.1823  0.087
C 3.0712 1.6443 6.6134  -0.052
C 2.3358 0.7180 5.6616  -0.519
C 3.1827 0.3193 4.4381  -0.051
O 2.0315 -0.4560 6.3467  -0.054
H 3.9636 1.1170 6.9507  0.082
H 2.4573 1.8867 7.4808  0.080
H 3.3786 2.5634 6.1145  0.072
H 1.3803 1.1661 5.3890  0.131
H 3.2562 1.1948 3.7930  0.068
H 2.7241 -0.4970 3.8800  0.072
H 4.1912 0.0100 4.7129  0.079
H 1.4228 -0.9993 5.8407  0.092

Forces on atoms 1 to 6 (eV/Å):
-0.86 0.11 -0.28
-1.05 2.49 0.06
1.07 -1.17 0.71
-0.18 -0.84 -0.02
-0.22 -0.32 0.12
0.89 0.12 -0.53

## Properties
Total energy (eV): -62326.15888
LUMO (Ha): 0.0059
Spin multiplicity: 1
HOMO energy (eV): -9.9
Relative energy (zero: lowest compared OMol25 entry of this formula, charge and spin) (kcal per mole): 57.82